A molecular structure, C20H55CdO7S6. Source: the OMol25 dataset; level of theory: ωB97M-V/def2-TZVPD.

Output
Charge = +1
Electronic energy = -3878.0989 Eh
Lowest unoccupied orbital energy = -0.168 hartree
Multiplicity = 1
Orbital gap = 5.862 eV

The geometry in XYZ format:
```
89
Properties=species:S:1:pos:R:3:forces:R:3:mulliken_charge:R:1
Cd 3.2395 -2.0789 -1.4140 -1.39 0.39 -0.13 1.457
C 0.1223 -0.1481 0.5342 -0.67 -0.29 0.11 -0.072
C 0.3355 -0.4255 -0.9416 0.39 0.50 -0.56 0.940
O 1.3790 -1.3068 -1.1387 0.01 -0.55 -0.04 -0.519
H -0.1887 -1.0742 1.0310 0.20 0.02 0.03 -0.378
H -0.7086 0.5499 0.6866 0.21 -0.02 0.06 0.016
H 1.0225 0.2252 1.0277 0.03 0.05 -0.06 -0.136
H 0.5371 0.5413 -1.4673 -0.06 -0.11 0.22 -0.124
H -0.5958 -0.7751 -1.4131 0.06 -0.09 0.16 -0.376
C -1.3344 -3.9921 1.3020 -0.31 0.45 -0.69 -0.402
S -1.9962 -4.5863 -0.2812 0.04 0.25 0.05 0.446
O -3.2423 -5.3406 -0.0558 -0.19 -0.40 0.16 -0.624
C -2.5619 -2.9557 -0.8212 0.29 0.10 -0.08 -0.346
H -1.1163 -4.8213 1.9631 0.10 -0.06 0.02 0.430
H -2.0591 -3.3050 1.7362 -0.05 -0.19 0.28 0.028
H -0.4565 -3.4254 0.9755 0.20 -0.17 0.36 0.017
H -3.5466 -2.7982 -0.3849 -0.04 -0.11 0.04 0.480
H -2.6209 -2.9723 -1.9070 -0.09 0.09 -0.02 0.310
H -1.8760 -2.1765 -0.4895 0.03 -0.02 -0.12 -0.351
C 5.5250 -1.9962 2.6520 0.50 0.22 -0.44 -1.215
S 4.0212 -1.3196 1.9419 -0.43 0.24 0.38 0.808
O 3.9781 -1.7061 0.4767 1.05 -0.33 0.57 -0.669
C 2.8241 -2.3551 2.7313 -0.26 0.18 0.62 -0.840
H 6.0144 -2.6089 1.8947 -0.19 -0.20 0.06 0.398
H 5.3399 -2.5426 3.5691 -0.11 -0.07 0.01 0.371
H 6.1845 -1.1522 2.8491 -0.05 -0.01 0.12 0.344
H 1.8477 -1.9293 2.5108 -0.05 -0.12 -0.14 -0.129
H 2.9894 -2.2458 3.8044 -0.06 0.04 -0.02 0.431
H 2.8982 -3.4002 2.4397 0.14 0.02 -0.21 0.544
C 3.9795 1.6297 -0.8135 -0.12 0.26 0.52 -0.303
S 4.3987 1.0184 -2.4330 0.15 -0.06 0.19 0.322
O 4.2845 -0.4815 -2.2807 0.78 0.12 -0.83 -0.731
C 2.9447 1.5594 -3.2900 -0.77 0.61 0.28 -0.485
H 4.6950 1.2476 -0.0868 0.13 -0.19 -0.21 0.311
H 2.9816 1.2876 -0.5346 -0.04 -0.06 -0.13 -0.309
H 4.0416 2.7181 -0.7683 -0.07 -0.02 -0.25 0.494
H 3.0072 1.4100 -4.3630 0.19 -0.23 0.01 0.416
H 2.8324 2.6320 -3.0967 0.25 -0.03 -0.12 0.339
H 2.0531 1.0917 -2.8631 0.18 -0.30 -0.08 -0.178
C -2.8651 -0.8132 3.6187 0.27 0.18 -0.17 -0.401
S -2.9981 -1.9311 5.0244 0.36 0.02 0.19 0.427
O -2.9815 -3.3073 4.4869 -0.27 -0.35 -0.35 -0.573
C -1.2989 -1.6763 5.5575 0.07 0.54 0.11 -0.592
H -2.5754 0.1851 3.9507 -0.11 -0.01 0.10 0.392
H -3.8051 -0.7593 3.0768 -0.09 -0.11 0.08 0.399
H -2.0777 -1.2108 2.9754 -0.07 -0.03 -0.06 -0.294
H -1.0449 -2.4132 6.3131 -0.17 -0.06 0.07 0.385
H -1.2049 -0.6691 5.9705 0.10 -0.06 0.02 0.325
H -0.6417 -1.7969 4.6966 -0.01 -0.03 -0.03 -0.041
C 1.5209 2.1967 5.6205 -0.31 0.09 -0.12 -0.923
S 2.9458 1.7787 4.6189 0.18 -0.29 0.00 0.299
O 2.9395 0.2884 4.4601 -0.05 -0.16 -0.20 -0.528
C 2.3454 2.4482 3.0524 -0.82 -0.17 0.01 -0.385
H 1.4832 1.5277 6.4762 0.39 0.13 0.17 0.383
H 0.5831 2.0615 5.0798 0.13 0.09 -0.17 0.214
H 1.6531 3.2393 5.9113 -0.19 -0.04 0.16 0.386
H 1.2519 2.4700 3.0595 0.10 0.17 0.04 0.288
H 2.6138 1.7399 2.2694 0.50 0.04 0.11 -0.121
H 2.7094 3.4533 2.8562 0.15 -0.04 0.07 0.449
C -1.2838 3.3622 -0.1388 0.38 -0.33 -0.18 -0.058
S -0.1492 4.5210 0.6266 -0.04 0.02 -0.40 0.362
O -0.2255 4.3207 2.0864 -0.11 -0.11 0.69 -0.567
C 1.3667 3.6812 0.1464 0.35 0.52 -0.38 -0.388
H -2.2885 3.5607 0.2170 -0.08 0.15 -0.06 0.465
H -0.9856 2.3458 0.1154 -0.08 0.11 0.12 -0.412
H -1.1952 3.4782 -1.2194 -0.23 0.12 -0.04 0.306
H 1.4614 3.6125 -0.9402 -0.17 -0.10 0.05 0.381
H 1.4524 2.7149 0.6366 -0.24 -0.05 -0.08 -0.343
H 2.1590 4.3464 0.4953 0.06 -0.13 0.06 0.443
C -0.4626 -1.4114 -4.5896 -0.48 -0.66 0.37 -0.826
C -1.5986 -0.5071 -5.0934 1.43 -0.06 -0.65 -0.435
C -2.2488 0.2770 -3.9824 -0.38 -0.34 0.51 0.545
C -3.3377 1.2272 -4.4311 -0.08 0.86 -0.25 -1.006
C -4.6008 0.5652 -4.9556 -0.22 -0.20 -0.55 -0.232
C -5.7500 1.5533 -5.1696 0.18 -0.03 0.71 -1.335
H 0.0590 -1.9275 -5.3973 0.14 0.34 -0.12 0.433
H -0.8541 -2.2407 -3.9823 -0.10 0.24 0.07 0.208
H 0.2449 -0.8851 -3.9409 0.04 0.08 -0.21 -0.074
H -1.1254 0.1995 -5.7936 -0.25 0.03 0.05 0.268
H -2.2637 -1.1091 -5.7148 -0.33 0.09 0.29 0.321
H -1.4740 0.8375 -3.4479 0.07 -0.01 -0.03 -0.066
H -2.6657 -0.4321 -3.2498 0.02 0.12 -0.01 -0.066
H -3.5955 1.9490 -3.6455 -0.05 -0.33 0.26 0.322
H -2.9343 1.8911 -5.2138 -0.03 -0.24 -0.05 0.333
H -4.3667 0.0840 -5.9137 -0.05 -0.01 0.10 0.289
H -4.9342 -0.2451 -4.2972 0.11 0.12 0.11 0.300
H -6.6420 1.0732 -5.5650 0.07 -0.01 -0.27 0.385
H -6.0477 1.9671 -4.1985 0.06 0.09 -0.11 0.319
H -5.4406 2.3872 -5.8003 -0.12 -0.06 -0.13 0.326
```
Positions in Å, forces in eV/Å.